No. 1
135
Properties=species:S:1:pos:R:3:lowdin_charge:R:1 method="wB97M-V/def2-TZVPD" energy_ha=-4216.4129 molar_mass_g_mol=1209.5 largest_force_ev_per_a=2.10 homo_energy_ha="-0.235 / -0.235" charge=0
Sn 0.377 -0.087 1.047 1.38
C -1.296 -1.335 2.987 -0.15
C -0.601 -2.443 2.472 -0.22
C 0.765 -2.333 2.935 -0.20
C 0.829 -1.149 3.703 -0.14
C -0.434 -0.540 3.777 -0.32
C -0.868 0.486 4.795 -0.56
C -1.688 1.607 4.154 -0.05
C 0.336 1.099 5.513 -0.05
C -1.737 -0.233 5.840 -0.04
C 1.913 -3.328 3.099 -0.51
C 2.172 -4.301 1.945 -0.05
C 3.237 -2.570 3.310 -0.05
C 1.643 -4.146 4.375 -0.03
C -1.325 -3.520 1.678 -0.52
C -1.347 -4.861 2.425 -0.04
C -0.716 -3.674 0.281 -0.04
C -2.796 -3.137 1.470 -0.06
H -2.358 -1.189 2.936 0.10
H 1.674 -0.837 4.285 0.09
H -1.111 2.099 3.372 0.06
H -1.957 2.353 4.900 0.09
H -2.606 1.212 3.724 0.07
H 1.021 1.546 4.795 0.06
H 0.871 0.342 6.083 0.08
H 0.005 1.873 6.204 0.09
H -2.634 -0.643 5.382 0.08
H -2.034 0.461 6.624 0.08
H -1.182 -1.051 6.294 0.09
H 2.378 -3.751 1.033 0.04
H 1.343 -4.978 1.782 0.06
H 3.044 -4.913 2.178 0.09
H 3.362 -1.812 2.540 0.06
H 4.076 -3.263 3.260 0.08
H 3.271 -2.091 4.283 0.07
H 0.734 -4.730 4.281 0.07
H 1.530 -3.485 5.230 0.09
H 2.474 -4.825 4.566 0.08
H -0.364 -5.310 2.502 0.05
H -1.995 -5.562 1.902 0.08
H -1.738 -4.716 3.430 0.09
H 0.332 -3.939 0.326 0.05
H -0.800 -2.722 -0.251 0.04
H -1.253 -4.437 -0.281 0.09
H -3.332 -3.103 2.415 0.09
H -3.279 -3.876 0.834 0.09
H -2.879 -2.171 0.979 0.05
Te -1.948 0.166 -4.239 1.30
C -1.080 1.891 -5.136 -0.54
C -0.616 1.854 -6.445 -0.15
C -0.059 2.999 -6.987 -0.16
N 0.045 4.143 -6.331 0.05
C -0.416 4.182 -5.090 -0.16
C -0.982 3.094 -4.450 -0.13
C -1.037 0.550 -2.330 -0.91
P 0.631 -0.104 -2.046 0.82
C 1.848 1.267 -2.085 -0.38
C 3.186 0.890 -2.206 -0.13
C 4.197 1.816 -2.055 -0.09
C 3.888 3.139 -1.781 -0.10
C 2.563 3.529 -1.703 -0.08
C 1.550 2.600 -1.851 -0.10
C 1.150 -0.841 -3.646 -0.42
C 1.579 -0.030 -4.696 -0.12
C 1.983 -0.594 -5.891 -0.08
C 1.971 -1.971 -6.049 -0.09
C 1.523 -2.782 -5.020 -0.08
C 1.105 -2.218 -3.826 -0.13
P -1.997 -0.027 -0.911 0.78
C -3.152 -1.332 -1.499 -0.42
C -4.476 -1.365 -1.066 -0.10
C -5.297 -2.421 -1.414 -0.08
C -4.810 -3.460 -2.190 -0.09
C -3.494 -3.437 -2.620 -0.08
C -2.668 -2.386 -2.268 -0.18
C -3.250 1.286 -0.622 -0.42
C -3.407 1.710 0.693 -0.12
C -4.306 2.713 1.003 -0.08
C -5.048 3.309 -0.003 -0.09
C -4.908 2.881 -1.314 -0.08
C -4.014 1.871 -1.623 -0.11
H -0.674 0.941 -7.019 0.09
H 0.332 3.004 -7.998 0.10
H -0.327 5.140 -4.592 0.10
H -1.339 3.168 -3.434 0.06
H 3.418 -0.141 -2.445 0.10
H 5.232 1.514 -2.162 0.10
H 4.677 3.863 -1.640 0.10
H 2.319 4.565 -1.522 0.10
H 0.522 2.917 -1.806 0.07
H 1.605 1.044 -4.573 0.11
H 2.312 0.044 -6.698 0.11
H 2.306 -2.410 -6.978 0.10
H 1.506 -3.855 -5.146 0.10
H 0.746 -2.846 -3.023 0.09
H -4.863 -0.569 -0.444 0.10
H -6.322 -2.434 -1.073 0.10
H -5.453 -4.288 -2.450 0.10
H -3.105 -4.243 -3.225 0.10
H -1.630 -2.390 -2.575 0.07
H -2.814 1.234 1.467 0.08
H -4.432 3.035 2.025 0.10
H -5.740 4.104 0.235 0.10
H -5.498 3.337 -2.095 0.10
H -3.912 1.533 -2.649 0.05
N 4.822 1.092 1.210 0.14
C 4.266 2.213 1.771 -0.02
C 2.910 2.037 1.718 -0.26
N 2.650 0.845 1.138 0.05
C 3.802 0.288 0.827 -0.28
C 3.843 -0.937 0.095 -0.32
N 2.750 -1.615 -0.194 0.09
C 3.142 -2.652 -0.971 -0.15
C 4.494 -2.609 -1.161 -0.06
N 4.937 -1.516 -0.472 0.13
H 5.810 0.912 1.136 0.16
H 4.866 3.018 2.143 0.12
H 2.112 3.981 1.977 0.09
H 2.437 -3.363 -1.347 0.10
H 5.154 -3.241 -1.717 0.11
H 5.891 -1.200 -0.427 0.16
S 0.312 5.294 3.118 0.80
C 1.790 2.937 2.103 -0.22
N 0.645 2.632 1.287 0.06
C -0.183 3.608 0.975 -0.30
C -1.053 3.371 -0.131 -0.05
C -1.743 4.368 -0.744 -0.04
C -1.673 5.688 -0.253 -0.03
C -0.954 5.946 0.876 -0.13
C -0.259 4.931 1.570 -0.61
H 1.555 2.814 3.169 0.09
H -1.036 2.359 -0.511 0.05
H -2.346 4.167 -1.617 0.10
H -2.203 6.479 -0.760 0.12
H -0.915 6.941 1.296 0.10

No. 2
21
Properties=species:S:1:pos:R:3:nbo_charge:R:1 method="wB97M-V/def2-TZVPD" energy_ha=-329.0989 molar_mass_g_mol=111.2 largest_force_ev_per_a=3.87 de_lowest_kj_mol=453.0 homo_energy_ha=-0.302 charge=0
C -0.370 0.991 -0.446 -0.46
C -1.914 -1.603 -0.150 -0.66
C -0.990 1.724 0.732 -0.63
C 2.335 0.437 -0.498 -0.65
C -0.493 -1.345 -0.459 0.31
C 0.745 -1.355 0.323 -0.25
C 1.236 0.023 0.427 -0.05
N 0.512 -1.865 -1.069 -0.38
H 0.841 -2.044 1.158 0.19
H 0.262 1.641 -1.047 0.20
H -1.128 0.751 -1.193 0.21
H 1.373 0.362 1.456 0.20
H -2.378 -0.785 0.398 0.23
H -1.989 -2.499 0.472 0.24
H -2.479 -1.760 -1.071 0.23
H -1.501 1.025 1.397 0.19
H -0.230 2.235 1.326 0.20
H -1.710 2.480 0.402 0.20
H 2.126 0.096 -1.512 0.23
H 2.484 1.518 -0.483 0.21
H 3.268 -0.029 -0.163 0.22

No. 3
12
Properties=species:S:1:pos:R:3:mulliken_spin:R:1 method="wB97M-V/def2-TZVPD" energy_ha=-1431.7168 molar_mass_g_mol=278.3 spin_multiplicity=5 largest_force_ev_per_a=6.07 homo_energy_ha="-0.821 / -0.738" charge=+3
C 1.518 1.199 -0.781 0.93
C 2.527 0.404 -0.753 0.30
O 3.440 -0.318 -0.908 0.61
C 0.315 1.749 -0.165 -0.01
C -0.450 0.613 0.424 0.05
O -1.260 -0.042 -0.236 0.02
C -0.867 -3.836 0.864 0.00
O -1.862 -3.358 0.576 0.00
Er -3.254 -1.461 -0.126 2.00
H 0.505 2.531 0.586 0.05
H -0.334 2.168 -0.963 0.06
H -0.278 0.351 1.482 0.00